Density functional theory data (wB97M-V/def2-TZVPD) for a structure of composition C3H7NO.

XYZ file:
```
12
Properties=species:S:1:pos:R:3:forces:R:3
C -0.8563 1.3973 1.2139 -0.1 0.1 0.3
O -0.4868 0.7487 0.0060 -0.1 0.1 -0.2
C 0.1460 -0.4209 0.0397 0.3 0.2 -2.0
C 0.6048 -0.8321 -1.4442 -0.5 0.7 0.2
N 0.4511 -1.2091 0.9900 0.1 0.6 -1.7
H -1.5545 0.7955 1.8020 0.1 0.0 -0.1
H 0.0219 1.6333 1.8228 -0.1 -0.1 -0.1
H -1.3388 2.3192 0.8841 0.0 -0.1 0.2
H -0.2929 -0.9241 -2.0514 0.1 0.3 -0.3
H 1.1624 -1.7976 -1.5960 -0.6 0.7 0.9
H 1.2726 -0.0538 -1.8107 -0.3 0.1 -0.3
H 0.8705 -1.6563 0.1437 1.0 -2.7 3.0
```
Positions in Å, forces in eV/Å.

E, Ha: -248.43184
HOMO level, Eh: -0.375
LUMO energy, eV: 0.96
Gap between HOMO and LUMO, eV: 11.2
Relative energy (zero: lowest compared OMol25 entry of this formula, charge and spin), kJ/mol: 248.5

***

Density functional theory data (wB97M-V/def2-TZVPD) for a cluster of 2 separate species, C2H4O2S2 in total.

XYZ file:
```
10
Properties=species:S:1:pos:R:3:forces:R:3
C 0.3046 -0.9053 -0.2398 0.7 0.3 5.1
C -1.0150 -0.3159 -0.5436 -0.4 2.5 -0.4
O 2.6427 -0.4461 1.0009 0.9 0.6 0.1
O 2.1014 0.7415 -1.1585 1.3 1.6 -1.2
S -1.7648 0.7191 0.9201 0.1 -1.5 -0.3
S 1.7511 0.1385 0.0629 -3.2 -3.2 0.0
H 0.2472 -1.2919 1.6099 0.0 0.5 -3.8
H -0.9166 0.5522 -1.3345 -0.3 -2.2 0.9
H -1.7343 -1.1491 -0.7927 0.7 1.2 0.1
H -1.6162 1.9568 0.4753 0.2 0.3 -0.6
```
Positions in Å, forces in eV/Å.

E, Ha: -1025.20888
HOMO level (alpha / beta), Eh: -0.339 / -0.338
LUMO energy (alpha / beta), eV: -2.06 / -2.07
Gap between HOMO and LUMO (alpha / beta), eV: 7.2 / 7.1
Relative energy (zero: lowest compared OMol25 entry of this formula, charge and spin), kJ/mol: 673.6

***

Density functional theory data (wB97M-V/def2-TZVPD) for an isolated molecule of C2HF2N.

XYZ file:
```
6
Properties=species:S:1:pos:R:3:forces:R:3
N -0.8585 -1.1384 1.6480 -0.7 -0.8 1.5
C -0.3318 -0.5134 0.8638 0.6 0.9 -3.2
C 0.2947 0.1861 -0.3324 -2.1 2.8 0.1
F 0.4082 -0.6155 -1.4162 1.6 -0.2 1.6
F -0.5602 1.1728 -0.9182 0.2 -0.8 1.6
H 1.0476 0.9084 0.1549 0.3 -1.9 -1.7
```
Positions in Å, forces in eV/Å.

E, Ha: -331.24103
HOMO level, Eh: -0.483
LUMO energy, eV: 0.53
Gap between HOMO and LUMO, eV: 13.7
Relative energy (zero: lowest compared OMol25 entry of this formula, charge and spin), kJ/mol: 68.8
SMILES string: N#CC(F)F

***

Density functional theory data (wB97M-V/def2-TZVPD) for a structure of composition C36H42BN12OPtS.

XYZ file:
```
94
Properties=species:S:1:pos:R:3:forces:R:3
Pt 1.3420 0.4161 -0.3294 0.0 0.0 0.0
C -2.2828 -0.1067 0.4842 0.0 0.0 0.0
C -1.4247 -1.2741 0.1245 0.0 0.0 0.0
C -1.7811 -2.6257 0.0788 0.0 0.0 0.0
C -0.6441 -3.2887 -0.3343 0.0 0.0 0.0
N 0.3265 -2.3834 -0.5317 0.0 0.0 0.0
N -0.1487 -1.1531 -0.2465 0.0 0.0 0.0
B 1.8261 -2.6779 -0.8840 0.0 0.0 0.0
N 2.7055 -2.2775 0.3209 0.0 0.0 0.0
C 3.6563 -2.9322 1.0103 0.0 0.0 0.0
C 4.2628 -2.0436 1.8702 0.0 0.0 0.0
C 3.6270 -0.8183 1.6508 0.0 0.0 0.0
C 3.8864 0.5005 2.2982 0.0 0.0 0.0
N 2.6868 -0.9783 0.7199 0.0 0.0 0.0
N 2.2586 -1.7824 -2.0919 0.0 0.0 0.0
C 3.0200 -2.0900 -3.1539 0.0 0.0 0.0
C 3.3001 -0.9351 -3.8530 0.0 0.0 0.0
C 2.6889 0.0901 -3.1289 0.0 0.0 0.0
C 2.7009 1.5603 -3.3727 0.0 0.0 0.0
N 2.0644 -0.4397 -2.0734 0.0 0.0 0.0
N 1.9247 -4.1291 -1.2629 0.0 0.0 -0.1
C 1.4278 -4.7081 -2.3918 0.0 0.0 0.0
C 1.3729 -6.0577 -2.1822 0.0 0.0 0.0
C 1.8450 -6.2384 -0.8604 0.0 0.0 0.0
C 2.0157 -7.5176 -0.1078 0.0 0.0 0.0
N 2.1543 -5.0771 -0.3134 0.0 0.0 0.0
H -2.8582 -0.3212 1.3841 0.0 0.0 0.0
H -2.9980 0.1080 -0.3138 0.0 0.0 0.0
H -1.6919 0.7910 0.6533 0.0 0.0 0.0
H -2.7342 -3.0581 0.3302 0.0 0.0 0.0
H -0.4575 -4.3389 -0.4903 0.0 0.0 0.0
H 3.8088 -3.9837 0.8453 0.0 0.0 0.0
H 5.0614 -2.2495 2.5614 0.0 0.0 0.0
H 4.9557 0.6428 2.4446 0.0 0.0 0.0
H 3.4119 0.5608 3.2795 0.0 0.0 0.0
H 3.5146 1.3198 1.6831 0.0 0.0 0.0
H 3.3200 -3.1067 -3.3405 0.0 0.0 0.0
H 3.8819 -0.8426 -4.7532 0.0 0.0 0.0
H 2.5521 1.7789 -4.4293 0.0 0.0 0.0
H 3.6605 1.9888 -3.0807 0.0 0.0 0.0
H 1.9180 2.0546 -2.7959 0.0 0.0 0.0
H 1.1418 -4.1204 -3.2486 0.0 0.0 0.0
H 1.0558 -6.8175 -2.8759 0.0 0.0 0.0
H 1.6610 -8.3602 -0.6976 0.0 0.0 0.0
H 1.4601 -7.4940 0.8291 0.0 0.0 0.0
H 3.0648 -7.6877 0.1321 0.0 0.0 0.0
C -0.7234 7.8941 1.1298 0.0 0.0 0.0
C -1.4033 7.1149 2.2448 0.0 0.0 0.0
N -0.6970 5.8830 2.6246 0.0 0.0 0.0
C 0.1578 5.9266 3.8139 0.0 0.0 0.0
C 1.2294 7.0042 3.7459 0.0 0.0 0.0
C -0.8577 4.8212 1.8272 0.1 0.0 0.1
O -1.4704 4.8621 0.7591 0.0 0.0 0.0
C -0.3052 3.4720 2.2249 0.0 0.0 -0.1
C -0.5565 2.8214 3.4248 0.0 0.0 0.0
C -0.1580 1.5006 3.5735 0.0 0.0 0.0
C 0.4565 0.8571 2.5189 0.0 0.0 0.0
N 0.6861 1.4797 1.3532 0.0 0.1 0.0
C 0.3253 2.7583 1.2191 0.0 0.0 0.0
H -1.3092 8.7849 0.9038 0.0 0.0 0.0
H -0.6608 7.2886 0.2271 0.0 0.0 0.0
H 0.2791 8.2138 1.4094 0.0 0.0 0.0
H -2.4078 6.8296 1.9344 0.0 0.0 0.0
H -1.4934 7.7177 3.1486 0.0 0.0 0.0
H 0.6437 4.9622 3.9273 0.0 0.0 0.0
H -0.4743 6.0854 4.6918 0.0 0.0 0.0
H 1.8699 6.8683 2.8741 0.0 0.0 0.0
H 1.8499 6.9415 4.6395 0.0 0.0 0.0
H 0.8043 8.0064 3.7125 0.0 0.0 0.0
H -1.0733 3.3288 4.2295 0.0 0.0 0.0
H -0.3380 0.9642 4.4943 0.0 0.0 0.0
H 0.7631 -0.1798 2.5731 0.0 0.0 0.0
H 0.5298 3.2266 0.2657 0.0 0.0 0.0
S -4.3219 2.3398 -4.5741 0.0 0.0 0.0
C -2.9797 1.9811 -3.5210 0.0 0.0 0.0
C -2.7523 2.8901 -2.4897 0.0 0.0 0.0
C -1.6436 2.6861 -1.6801 0.1 0.0 0.0
N -0.7896 1.6788 -1.8717 0.0 0.0 0.0
C -1.0076 0.8278 -2.8760 0.0 0.0 0.0
C -2.0866 0.9305 -3.7369 0.0 0.0 0.0
C -4.9999 0.8544 -5.0852 0.0 0.0 0.0
C -4.8639 -0.3733 -4.4153 0.0 0.0 0.0
C -5.5311 -1.4584 -4.9454 0.0 0.0 0.0
N -6.2861 -1.3936 -6.0467 0.0 0.0 0.0
C -6.4235 -0.2266 -6.6699 0.0 0.0 0.0
C -5.8157 0.9374 -6.2293 0.0 0.0 0.0
H -3.4147 3.7258 -2.3055 0.0 0.0 0.0
H -1.4548 3.3633 -0.8519 0.0 0.0 0.0
H -0.2807 0.0324 -2.9984 0.0 0.0 0.0
H -2.1991 0.2389 -4.5599 0.0 0.0 0.0
H -4.2978 -0.4646 -3.5003 0.0 0.0 0.0
H -5.4723 -2.4261 -4.4629 0.0 0.0 0.0
H -7.0484 -0.2189 -7.5540 0.0 0.0 0.0
H -5.9540 1.8722 -6.7570 0.0 0.0 0.0
```
Positions in Å, forces in eV/Å.

Total charge: +2
E, Ha: -2671.25266
2S+1: 4
HOMO level (alpha / beta), Eh: -0.463 / -0.476
LUMO energy (alpha / beta), eV: -5.71 / -9.61
Gap between HOMO and LUMO (alpha / beta), eV: 6.9 / 3.3
Relative energy (zero: lowest compared OMol25 entry of this formula, charge and spin), kJ/mol: 0.0

***

Density functional theory data (wB97M-V/def2-TZVPD) for a structure of composition C3H4MgNdO4.

XYZ file:
```
13
Properties=species:S:1:pos:R:3:forces:R:3
O 1.9269 0.7570 -0.6639 -0.3 0.6 2.2
C 1.0699 -0.2709 -0.9044 -0.9 -1.3 -0.2
O 1.3196 -1.3980 -0.0890 -0.5 1.2 0.0
C 1.3210 -1.1259 1.3407 0.0 0.2 -0.7
Nd 2.4271 1.0482 1.4200 -0.4 -1.0 -1.7
H 1.1480 -0.6431 -1.9421 -0.4 0.3 0.4
H 1.8609 -1.9683 1.7983 0.0 0.3 0.0
H 0.2750 -1.1832 1.7015 0.3 0.3 0.0
H -0.2695 0.1336 -0.7911 1.5 -0.3 0.1
O -2.7347 0.3127 0.2759 -0.2 -0.2 0.0
C -1.9500 0.8296 -0.5523 -0.1 0.4 0.1
O -2.2597 1.8500 -1.2094 -0.2 -0.1 -0.2
Mg -4.1346 1.6582 -0.3842 1.1 -0.4 -0.1
```
Positions in Å, forces in eV/Å.

Total charge: +2
E, Ha: -1178.43410
2S+1: 5
HOMO level (alpha / beta), Eh: -0.542 / -0.568
LUMO energy (alpha / beta), eV: -8.70 / -9.66
Gap between HOMO and LUMO (alpha / beta), eV: 6.0 / 5.8
Relative energy (zero: lowest compared OMol25 entry of this formula, charge and spin), kJ/mol: 384.4

***

Density functional theory data (wB97M-V/def2-TZVPD) for a cluster of 2 separate species, C14H16O in total.

XYZ file:
```
31
Properties=species:S:1:pos:R:3:forces:R:3
C 3.3009 -1.0046 0.4758 -1.6 -1.4 -0.5
C 2.0268 -1.2029 -0.3580 -1.4 -0.7 -0.4
C 1.3816 -2.4548 -0.4472 0.9 0.5 0.3
C 0.2922 -2.6341 -1.2791 -1.7 1.7 -2.9
C -0.0267 -1.5900 -2.1719 1.3 3.1 1.3
O -0.8793 -1.6762 -3.2076 -0.5 1.1 0.1
C 0.5220 -0.2161 -2.0176 -1.4 -6.2 0.6
C 1.4520 -0.1138 -1.0945 2.7 -2.4 2.5
H 3.1068 -1.7873 1.2939 0.9 2.0 -0.2
H 3.5038 0.0934 0.6277 -0.2 -1.4 0.7
H 4.0962 -1.4412 -0.1242 0.4 0.2 0.1
H 1.7616 -3.3654 -0.0042 0.2 0.2 0.6
H -0.4179 -3.4592 -1.4610 1.1 -0.3 0.8
H -0.9542 -2.5704 -3.4462 -0.4 -1.9 -0.6
H 0.2349 0.5091 -2.6418 -1.2 2.7 -2.2
H 2.0405 0.6934 -0.8899 0.8 3.0 0.0
C -1.8482 -0.7027 1.2835 0.6 0.3 -1.7
C -1.5515 0.7920 1.2078 -0.7 0.3 0.0
C -0.3195 1.3807 1.7049 -2.3 -2.1 -0.9
C -0.0217 2.6592 1.4267 1.5 3.2 -0.3
C -0.9598 3.5537 0.9036 -2.8 2.4 0.6
C -2.2469 3.0622 0.6942 0.1 -4.7 -1.7
C -2.5418 1.5927 0.5921 3.6 1.7 2.3
H -2.0594 -1.0549 0.2434 0.2 0.2 0.7
H -2.6939 -1.0063 1.8588 -0.7 0.2 0.7
H -1.0048 -1.2754 1.6074 0.6 -0.3 0.3
H 0.3114 0.7448 2.2772 0.8 -0.4 0.1
H 0.9521 3.1733 1.5790 -0.4 -1.1 0.5
H -0.9177 4.7656 0.9185 0.6 -3.2 -0.2
H -3.1103 3.4348 0.2712 -1.2 2.7 -0.5
H -3.4291 1.1005 0.1774 0.2 0.7 0.2
```
Positions in Å, forces in eV/Å.

E, Ha: -618.20064
HOMO level, Eh: -0.292
LUMO energy, eV: 0.79
Gap between HOMO and LUMO, eV: 8.7
Relative energy (zero: lowest compared OMol25 entry of this formula, charge and spin), kJ/mol: 302.9
SMILES string: Cc1ccc(O)cc1.Cc1ccccc1

***

Density functional theory data (wB97M-V/def2-TZVPD) for an isolated molecule of C4H4S3.

XYZ file:
```
11
Properties=species:S:1:pos:R:3:forces:R:3
C -0.3621 -1.7355 0.2008 -0.7 0.9 1.8
C -0.3374 -0.3679 -0.0556 3.8 -2.2 0.4
C -1.3978 0.5714 -0.2549 1.3 2.5 -1.0
S -2.9432 0.2752 -0.2056 -1.5 -0.1 0.1
C 1.0883 0.2766 -0.1045 0.2 -0.7 -0.5
S 2.4599 -0.6585 -0.3090 -1.4 1.8 0.4
S 0.9584 2.0996 0.0368 2.0 -0.8 0.4
H 0.5258 -2.4408 0.4729 -1.5 1.9 -1.0
H -1.3581 -2.1284 0.5462 0.9 0.2 -1.0
H -0.9363 1.6619 -0.5565 -1.9 -2.7 0.6
H 2.3024 2.4463 0.2295 -1.1 -0.8 -0.3
```
Positions in Å, forces in eV/Å.

E, Ha: -1349.26911
HOMO level, Eh: -0.328
LUMO energy, eV: -1.55
Gap between HOMO and LUMO, eV: 7.4
Relative energy (zero: lowest compared OMol25 entry of this formula, charge and spin), kJ/mol: 222.8
SMILES string: C=C(C=S)C(=S)S

***

Density functional theory data (wB97M-V/def2-TZVPD) for a structure of composition C13H30GeN5O7SW.

XYZ file:
```
58
Properties=species:S:1:pos:R:3:forces:R:3
W -0.6290 0.7680 -1.1028 -1.1 0.4 -0.6
C 2.5768 -0.8069 -2.5580 -0.1 0.0 0.0
C 2.0795 -1.2617 -1.1971 0.3 0.4 -0.8
C 3.2467 -1.4110 -0.2407 0.0 0.1 0.2
C 1.2440 -2.5220 -1.2961 0.0 0.0 0.2
O 1.2367 -0.0912 -0.6802 0.2 -0.7 0.8
Ge 0.7587 -0.4727 1.1141 0.5 -0.3 0.3
O -0.9439 -0.6491 0.2955 -0.1 0.2 0.1
C -2.1814 -1.3254 0.9423 0.2 0.2 0.0
C -3.4086 -0.6115 0.4317 0.0 -0.1 0.0
C -2.1035 -2.7614 0.4811 0.0 0.0 0.0
C -1.9894 -1.1584 2.4313 -0.1 -0.1 0.0
O 0.9914 1.1294 1.7287 -0.1 0.0 0.1
C 1.4836 1.5664 3.0578 -0.1 0.0 -0.1
C 2.9348 1.1491 3.1682 0.0 0.0 0.1
C 1.3141 3.0765 3.0099 0.0 0.1 0.0
C 0.6103 0.9325 4.1220 0.0 0.0 0.0
H 3.3173 -1.5114 -2.9351 0.0 0.0 0.0
H 1.7629 -0.7612 -3.2805 0.0 0.0 0.0
H 3.0435 0.1746 -2.4816 0.0 0.0 0.0
H 3.8939 -2.2141 -0.5931 0.0 0.0 0.0
H 3.8258 -0.4903 -0.1750 0.0 0.0 0.0
H 2.9521 -1.7063 0.7783 -0.1 0.0 -0.1
H 1.8365 -3.2925 -1.7896 0.0 0.0 0.0
H 0.9710 -2.9267 -0.3181 0.0 0.0 0.1
H 0.3372 -2.3632 -1.8753 0.0 0.0 0.0
H -3.4710 -0.6420 -0.6570 0.0 0.0 0.0
H -4.2858 -1.1296 0.8218 0.0 0.0 0.0
H -3.4417 0.4208 0.7672 0.0 0.0 0.0
H -2.1982 -2.8359 -0.6027 0.0 0.0 0.0
H -1.1750 -3.2378 0.7949 0.0 0.0 0.0
H -2.9274 -3.3181 0.9289 0.0 0.0 0.0
H -1.9289 -0.1046 2.7008 0.0 0.0 0.0
H -2.8455 -1.5883 2.9530 0.0 0.0 0.0
H -1.1058 -1.6970 2.7907 0.0 0.0 0.0
H 3.5292 1.5894 2.3680 0.0 0.0 0.0
H 3.3453 1.4832 4.1210 0.0 0.0 0.0
H 3.0319 0.0592 3.1366 0.0 0.0 0.0
H 1.9090 3.5070 2.2057 0.0 0.0 0.0
H 0.2679 3.3412 2.8625 0.0 0.0 0.0
H 1.6501 3.5065 3.9536 0.0 0.0 0.0
H 0.7175 -0.1580 4.1161 0.0 0.0 0.0
H 0.9131 1.2816 5.1088 0.0 0.0 0.0
H -0.4364 1.1989 3.9763 0.0 0.0 0.0
O -1.5271 1.9698 0.5080 0.0 0.2 0.0
S -1.9562 2.7737 -0.7109 0.3 -0.1 0.3
O -2.6168 3.9974 -0.5762 0.0 0.0 0.0
O -0.5356 2.7594 -1.3833 0.2 0.0 -0.1
O -2.5472 1.6579 -1.5569 0.1 0.0 -0.1
N -0.7282 1.7799 -5.4874 0.0 0.0 0.0
N -1.0433 0.8314 -4.5673 -0.1 -0.1 0.0
N -1.9619 -0.0881 -4.7647 0.0 0.0 -0.1
C -1.8897 -0.8281 -3.6699 0.1 0.0 0.0
N -0.9172 -0.3705 -2.8653 -0.2 -0.3 -0.4
N -0.3647 0.6727 -3.4749 0.1 0.2 0.1
H -1.3437 1.6769 -6.2882 0.0 0.0 0.0
H -0.7564 2.7085 -5.0762 0.1 0.0 0.0
H -2.5216 -1.6773 -3.4707 0.0 0.0 0.0
```
Positions in Å, forces in eV/Å.

Total charge: +2
E, Ha: -3855.36572
2S+1: 4
HOMO level (alpha / beta), Eh: -0.569 / -0.620
LUMO energy (alpha / beta), eV: -7.80 / -9.45
Gap between HOMO and LUMO (alpha / beta), eV: 7.7 / 7.4
Relative energy (zero: lowest compared OMol25 entry of this formula, charge and spin), kJ/mol: 45.5

***

Density functional theory data (wB97M-V/def2-TZVPD) for a cluster of 2 separate species, C6H14O in total.

XYZ file:
```
21
Properties=species:S:1:pos:R:3:forces:R:3
C 1.6489 -2.5807 -0.7459 -0.1 0.1 0.0
C 0.7852 -2.0496 0.1115 0.1 -0.1 0.0
C 1.1014 -0.8999 1.0313 0.0 0.1 -0.1
C -0.0662 0.0411 1.3533 0.0 0.0 0.1
C -0.5649 0.9220 0.2167 0.2 -0.2 -0.1
O -1.5889 1.7280 0.7535 0.0 0.0 0.1
C -2.1719 2.5912 -0.1847 -0.1 0.2 -0.2
H 2.6495 -2.1695 -0.8717 -0.2 0.0 0.0
H 1.3860 -3.4315 -1.3658 0.0 0.1 0.1
H -0.2026 -2.4998 0.2197 0.1 0.1 0.0
H 1.4457 -1.3291 1.9800 0.0 0.1 0.0
H 1.9479 -0.3279 0.6247 -0.1 -0.1 0.1
H 0.2307 0.7142 2.1662 0.0 -0.1 -0.1
H -0.9211 -0.5377 1.7252 0.1 0.0 0.0
H 0.2522 1.5539 -0.1784 -0.1 -0.1 0.1
H -0.9500 0.3229 -0.6276 0.0 0.1 0.1
H -1.4358 3.2924 -0.6090 -0.1 -0.1 0.1
H -2.9425 3.1629 0.3391 0.1 -0.1 -0.1
H -2.6402 2.0364 -1.0132 0.1 0.1 0.1
H 1.0402 -0.4456 -2.7882 0.0 0.1 0.0
H 0.9964 -0.0935 -2.1369 0.0 0.0 -0.1
```
Positions in Å, forces in eV/Å.

E, Ha: -312.16534
HOMO level, Eh: -0.352
LUMO energy, eV: 1.16
Gap between HOMO and LUMO, eV: 10.7
Relative energy (zero: lowest compared OMol25 entry of this formula, charge and spin), kJ/mol: 235.5
SMILES string: C=CCCCOC.[H][H]